# C3H4N2O2

An isolated molecule of C3H4N2O2 at a distorted geometry (ωB97M-V/def2-TZVPD, the Open Molecules 2025 dataset).

Atoms and positions in Å:
1 C -0.323 0.696 0.114
2 C 1.040 0.769 0.080
3 C 1.544 -0.469 -0.095
4 H -1.213 2.317 -0.588
5 H 1.761 1.647 0.297
6 H 2.520 -0.961 0.274
7 H -1.921 -2.255 0.670
8 N 0.477 -1.302 -0.365
9 N -0.610 -0.620 -0.286
10 O -1.443 1.443 -0.168
11 O -1.831 -1.265 0.067

Its net charge is 0.

=====

# C2H5N5O

A structure of composition C2H5N5O at a distorted geometry (ωB97M-V/def2-TZVPD, the Open Molecules 2025 dataset).

Atoms and positions in Å:
1 C -0.275 -0.263 0.180
2 C -1.433 0.125 -0.508
3 H -0.836 -1.023 3.132
4 H -0.365 0.556 3.037
5 H -2.406 0.271 0.269
6 H 2.144 0.206 0.701
7 H 2.505 -1.157 0.143
8 N -0.980 -0.410 2.392
9 N 0.076 -0.551 1.330
10 N -1.027 0.731 -1.656
11 N 0.819 -0.276 -0.751
12 N 2.002 -0.181 -0.225
13 O 0.371 0.847 -1.617

Its net charge is 0.

=====

# C15H31FP2Sr

A structure of composition C15H31FP2Sr at a distorted geometry (ωB97M-V/def2-TZVPD, the Open Molecules 2025 dataset).

Atoms and positions in Å:
1 P 0.183 -1.600 -5.697
2 P 0.385 1.935 -5.556
3 C -0.146 -0.388 -7.059
4 C 0.642 0.940 -7.092
5 H -1.235 -0.198 -7.120
6 H 0.117 -0.939 -7.982
7 H 1.722 0.779 -7.248
8 H 0.280 1.558 -7.934
9 C -1.243 2.626 -6.083
10 H -1.587 3.367 -5.353
11 H -2.011 1.843 -6.173
12 H -1.104 3.110 -7.056
13 C 1.528 3.320 -5.852
14 H 1.158 3.936 -6.683
15 H 2.524 2.923 -6.096
16 H 1.596 3.924 -4.937
17 C -1.102 -2.821 -6.020
18 H -1.201 -3.496 -5.157
19 H -0.818 -3.384 -6.919
20 H -2.064 -2.299 -6.176
21 C 1.799 -2.227 -6.201
22 H 2.564 -1.436 -6.201
23 H 1.695 -2.613 -7.227
24 H 2.133 -3.050 -5.554
25 Sr 2.274 0.692 -0.007
26 C -0.357 1.722 -2.793
27 C -1.610 1.588 -3.245
28 C -2.037 0.294 -3.824
29 C -2.053 -0.817 -2.742
30 C -1.042 -1.801 -2.988
31 C 0.155 -1.621 -3.838
32 C 1.036 -0.411 -3.456
33 C 0.577 0.582 -2.373
34 C 0.786 -1.212 0.813
35 H 0.035 2.725 -2.548
36 H -2.283 2.444 -3.318
37 H -1.297 0.019 -4.613
38 H -3.019 0.335 -4.310
39 H -1.924 -0.351 -1.744
40 H -3.045 -1.299 -2.680
41 H -1.099 -2.743 -2.456
42 H 0.725 -2.560 -3.658
43 H 1.339 0.204 -4.339
44 H 2.002 -0.861 -3.150
45 H 0.238 0.031 -1.478
46 H 1.512 1.150 -2.170
47 H 1.485 -1.621 1.567
48 H 0.467 -2.050 0.176
49 H -0.106 -0.877 1.359
50 F 1.342 2.262 1.153

Its net charge is 0.

=====

| no. | electronic energy (Eh) | orbital gap (eV) | LUMO level (Eh) |
| --- | --- | --- | --- |
| 1 | -376.52925 | 8.676 | 0.0024 |
| 2 | -427.92210 | 8.816 | -0.0130 |
| 3 | -1403.20252 | 4.342 | -0.0229 |